# 1
56
Properties=species:S:1:pos:R:3:forces:R:3 method="wB97M-V/def2-TZVPD" charge=+1 lumo_ev="-5.0 / -6.0" multiplicity=3 orbital_gap_ev="6.35 / 5.32" de_lowest_kcal_mol=0.0 e_homo_ev="-11.390 / -11.359" total_energy_ev=-43395.5644 largest_force_ev_per_a=3.6
O 0.198620 -0.158003 -4.199171 -1.21 -1.46 1.00
H 0.754911 0.240049 -3.537379 0.83 0.51 -0.24
Au -0.633810 0.255185 -1.006642 2.02 -2.51 1.58
N -0.721663 2.104558 0.122258 -0.50 1.08 0.38
N 1.111627 1.360580 -1.639101 1.14 0.04 -1.26
N -1.805765 -0.579221 0.543107 -1.09 -3.01 -0.51
N -0.940792 -1.790258 -1.663963 -0.39 -3.03 -0.63
O -1.616702 2.474155 0.963753 1.34 -0.89 -0.93
O -2.319954 0.055229 1.597016 0.26 2.08 0.16
O -0.466758 -2.486007 -2.657443 -0.22 2.87 0.81
O 2.003026 0.953332 -2.454674 -0.86 1.01 1.03
C 1.308153 2.530250 -1.015177 0.23 0.38 0.42
C 0.351232 2.890781 -0.023745 0.40 0.01 0.06
C -2.114484 -1.861520 0.392702 0.38 2.62 0.83
C -1.636704 -2.512322 -0.781160 1.01 0.43 -1.14
C 0.471177 3.995873 0.954726 0.35 0.42 -0.27
H 0.480078 3.561007 1.959546 -0.10 0.09 -0.10
H -0.402580 4.650768 0.865435 0.18 -0.04 0.15
H 1.386789 4.563026 0.796767 -0.19 0.03 0.12
C 2.532257 3.327879 -1.353438 -0.20 0.26 0.30
H 2.542129 3.543440 -2.427648 0.03 -0.09 0.17
H 3.458168 2.788531 -1.109074 -0.33 -0.01 -0.10
H 2.522207 4.267619 -0.795956 0.09 -0.18 -0.26
C -2.901848 -2.544263 1.435189 -0.41 -0.34 0.07
C -1.865990 -3.960054 -1.103205 -0.04 0.11 0.21
H -3.478778 -1.808236 2.006136 0.14 -0.38 -0.10
H -2.224986 -3.091391 2.108324 -0.22 0.13 -0.09
H -3.558061 -3.269825 0.943285 0.02 0.07 0.31
H -1.059571 -4.314586 -1.753131 -0.20 0.03 0.36
H -2.793887 -4.027799 -1.689241 0.13 -0.20 0.17
H -1.936291 -4.569404 -0.193236 -0.12 0.16 -0.30
H -2.018151 1.052932 1.459964 -0.80 -1.67 0.57
H -0.141139 -0.928284 -3.640288 0.42 0.43 -1.54
C -1.915107 1.062524 -2.307724 0.28 0.10 -2.59
H -1.636923 2.026988 -1.966782 -1.00 1.30 -0.15
H -2.890054 0.667743 -2.118616 -0.57 0.10 0.34
H -1.608036 0.953368 -3.398772 -0.09 -0.37 1.58
O -4.390806 3.198281 0.533802 0.38 -0.96 -0.25
H -4.842418 2.395235 0.183207 0.66 0.89 0.50
H -3.461702 2.944119 0.744334 -1.24 0.11 -0.31
C 1.981041 -0.739237 4.002726 -0.07 0.07 0.39
N 2.060458 -1.050635 2.585251 -0.02 -0.05 0.05
C 2.915137 -2.011070 2.145097 -0.31 0.37 0.77
C 3.013749 -2.264225 0.835482 0.94 -0.87 -0.89
C 2.249610 -1.479576 -0.062913 -0.59 0.22 -0.18
N 1.279146 -0.674962 0.390058 -0.38 0.59 -0.63
C 1.190065 -0.344795 1.723173 2.09 -2.40 -0.67
O 0.450898 0.463349 2.173011 -1.68 1.94 0.74
N 2.460287 -1.555600 -1.388860 0.83 -0.10 0.09
H 1.009716 -1.028269 4.413617 0.12 0.08 -0.10
H 2.122943 0.330616 4.167113 -0.02 -0.15 -0.03
H 2.766413 -1.298033 4.511254 -0.09 0.12 0.03
H 3.499401 -2.502678 2.934555 -0.24 0.13 -0.59
H 3.712750 -2.998020 0.421135 -0.26 0.32 0.38
H 3.291743 -2.090935 -1.668977 -0.80 0.40 0.07
H 2.259255 -0.718206 -1.955722 -0.06 -0.80 0.19

# 2
65
Properties=species:S:1:pos:R:3:forces:R:3 method="wB97M-V/def2-TZVPD" charge=-1 lumo_ev=-2.0 orbital_gap_ev=2.54 e_homo_ev=-4.546 total_energy_ev=-304249.4436 largest_force_ev_per_a=4.7
C -3.076783 0.341491 -2.696642 0.11 -0.14 0.39
C -3.309356 0.975340 -1.338056 0.57 0.19 -0.80
O -2.656087 0.338558 -0.290871 -0.68 -0.22 0.29
C -1.223650 0.480283 -0.281698 0.94 0.13 0.35
C -0.735813 1.888149 0.121261 -0.31 0.17 0.51
P 0.878611 2.304698 -0.680456 0.44 -1.47 -0.07
C 1.737149 3.384397 0.601554 -0.71 0.69 -0.49
Cl 3.180212 2.544874 1.222025 -0.11 -0.06 0.28
C 2.101115 4.856864 0.287754 0.92 -0.28 1.25
C 2.447724 5.559008 1.620789 -0.74 -0.43 -0.49
Cl 3.573444 5.026538 -0.654581 0.39 -0.83 0.66
P 0.633227 3.570997 -2.486109 0.73 1.89 -0.10
O 1.533718 2.699463 -3.459616 -0.27 -0.72 0.85
Br -1.541849 3.396581 -3.237242 -0.40 -0.31 0.22
H -2.047534 0.545827 -3.009888 0.02 -0.11 -0.19
H -3.746735 0.720276 -3.467762 -0.05 0.10 -0.02
H -3.160802 -0.747474 -2.592947 -0.05 -0.07 -0.16
H -4.383661 0.845855 -1.137716 0.96 1.90 -0.11
H -3.162179 2.056069 -1.335789 0.05 0.08 -0.15
H -0.875932 -0.195304 0.494079 -0.18 -0.21 0.02
H -0.748442 0.133420 -1.200300 -0.41 0.15 -0.36
H -0.531641 1.836287 1.192742 0.07 0.12 0.07
H -1.507705 2.656012 0.022808 -0.07 -0.01 -0.33
H 1.050498 3.431510 1.446857 -0.06 -0.07 0.06
H 1.295490 5.437580 -0.167437 -0.11 -0.51 -0.63
H 3.490195 5.383156 1.850623 0.03 0.17 0.32
H 2.279018 6.616023 1.408973 0.59 0.25 0.37
H 1.789941 5.191738 2.411048 0.04 0.25 0.23
H 1.385458 1.721000 -3.212395 0.08 0.67 -1.01
Na 0.856704 8.061698 1.248924 0.07 -0.08 -0.49
C 4.479242 -0.372365 -2.537524 0.14 -0.28 0.11
Cl 2.932173 -0.417590 -3.416852 0.44 0.38 -0.15
Cl 4.638454 -1.957205 -1.773704 0.21 -0.31 0.11
Cl 5.832440 -0.084554 -3.634111 -0.12 -0.01 -0.02
Cl 4.400904 0.870373 -1.314303 0.12 0.24 -0.23
C 3.207175 -1.581637 2.129341 -0.12 -0.19 0.29
O 3.750383 -0.981971 3.081491 -0.02 0.06 -0.04
O 3.298239 -0.855190 0.897820 -0.03 -0.14 0.51
O 2.613639 -2.659522 2.076351 -0.16 -0.04 -0.29
H 3.785889 -0.105137 1.263992 -0.01 0.19 -0.48
Ca -5.626053 -0.319028 -0.685327 -1.29 -4.06 1.95
C 3.103983 -4.916985 -3.536815 0.47 -0.13 0.15
C 2.374569 -5.953135 -4.442787 -0.19 -0.01 -0.12
O 2.431899 -7.135166 -4.059061 0.05 0.01 0.00
O 1.819248 -5.458791 -5.446854 -0.01 0.06 0.08
H 3.565429 -5.384672 -2.667735 -0.10 0.01 0.06
H 3.876638 -4.395920 -4.104658 -0.11 0.11 -0.05
H 2.363463 -4.184823 -3.195654 -0.28 0.12 0.00
Br 2.542635 6.281401 -2.968178 -0.79 1.36 -1.10
O -6.416103 -2.963533 0.960675 0.19 1.85 -1.89
H -5.668599 -3.364809 1.430192 -0.22 0.46 -0.13
Li 2.001425 -2.387946 -2.463080 0.16 0.03 -0.02
Cl 0.183546 0.236598 -3.663778 -0.65 -0.85 0.16
C -3.285640 -4.216915 4.194010 -0.03 0.04 -0.06
C -4.240910 -3.071966 3.953851 -0.04 -0.15 -0.06
O -5.232033 -3.187805 3.250259 0.41 0.03 0.69
N -3.958572 -1.882414 4.555772 0.12 -0.19 0.00
C -2.836632 -1.554687 5.417547 -0.36 0.29 -0.13
H -3.643377 -5.086459 3.652376 -0.07 0.04 -0.04
H -2.287283 -3.967795 3.832358 0.05 -0.03 0.12
H -3.240400 -4.461347 5.255885 0.12 0.02 0.00
H -4.634988 -1.163964 4.355799 -0.02 -0.01 0.03
H -3.208404 -1.230214 6.391524 0.14 -0.05 0.07
H -2.263698 -0.737570 4.976315 0.16 -0.07 0.08
H -2.183018 -2.408172 5.554928 0.00 -0.02 -0.05

# 3
53
Properties=species:S:1:pos:R:3:forces:R:3 method="wB97M-V/def2-TZVPD" charge=+1 lumo_ev=-2.7 orbital_gap_ev=8.62 e_homo_ev=-11.339 total_energy_ev=-582477.7455 largest_force_ev_per_a=4.1
N -3.012568 -2.484180 -2.831391 -0.75 0.42 0.06
C -4.023410 -1.489963 -2.970074 -2.10 -0.97 -2.84
C -4.962296 -1.456946 -4.060716 1.52 1.48 3.48
N -5.760102 -0.342928 -3.752801 0.00 -0.32 -1.98
C -6.864637 -0.102906 -4.716495 -1.34 0.31 0.69
C -7.970090 -1.223342 -4.444313 0.20 0.45 0.09
C -9.347318 -0.625094 -4.029930 0.31 -0.67 0.53
F -9.217601 -0.232847 -2.660848 0.01 -0.08 -1.04
C -5.407333 0.301271 -2.627595 0.62 -1.97 -1.44
N -4.334306 -0.416745 -2.170197 -0.20 0.38 0.80
H -3.303501 -3.240108 -2.200886 0.19 0.57 0.12
H -2.960477 -2.939848 -3.748821 0.33 0.29 0.40
H -5.095900 -2.104734 -4.941233 0.02 0.63 0.74
H -7.270641 0.921634 -4.527888 0.26 -0.87 -0.11
H -6.501200 -0.127068 -5.771276 0.04 -0.05 1.05
H -7.623509 -1.839119 -3.572571 -0.38 0.51 -0.76
H -8.025814 -1.921787 -5.312167 -0.24 0.67 0.54
H -9.649182 0.286039 -4.592017 0.17 -0.75 0.25
H -10.131398 -1.425123 -4.047159 0.59 0.87 -0.14
H -5.904786 1.196758 -2.217425 0.59 -0.82 -0.16
H -3.862737 -0.165988 -1.288161 0.15 -0.17 -0.47
Br -0.003684 -1.408310 1.277418 -0.11 -0.02 -0.07
C -0.135688 -0.483903 -0.431397 0.19 -0.08 0.20
C -0.576943 0.945678 -0.250432 0.11 -0.04 -0.43
Br -2.492044 1.059050 0.114574 0.02 0.19 0.40
H -0.810710 -1.066755 -1.054922 0.04 0.08 0.02
H 0.867397 -0.522769 -0.854917 -0.06 0.11 0.01
H -0.429064 1.511981 -1.169423 -0.02 -0.06 0.03
H -0.071088 1.453047 0.568791 -0.13 -0.12 -0.01
Br 1.541038 2.564168 2.447200 0.14 0.06 0.03
C 2.243425 1.105910 3.535774 -0.15 -0.19 -0.14
C 1.598930 1.079063 4.896634 0.18 0.06 0.25
Br 2.323115 2.469294 6.051428 -0.10 -0.01 -0.06
H 3.323204 1.230225 3.573242 -0.09 0.01 0.06
H 2.006604 0.198525 2.980850 0.01 0.04 0.04
H 1.821078 0.141936 5.405828 0.02 0.01 -0.11
H 0.521419 1.223645 4.863578 0.09 -0.01 -0.08
Br 5.550332 -0.334073 1.798588 0.04 0.00 -0.01
C 6.334199 1.420952 1.483240 -0.17 0.04 0.12
C 5.403120 2.304653 0.692963 0.13 0.08 -0.20
Br 5.393839 1.820201 -1.194875 -0.12 -0.02 0.03
H 7.290873 1.256006 0.992785 -0.09 0.02 0.00
H 6.506886 1.836347 2.473441 -0.04 0.00 -0.08
H 5.743520 3.339217 0.718782 0.03 -0.07 0.05
H 4.370905 2.258528 1.034805 0.10 -0.04 0.03
Br 7.975912 1.175086 4.663233 0.02 -0.05 0.10
C 8.468959 -0.681404 4.981916 -0.01 0.12 0.21
C 9.823475 -0.994865 4.402440 0.02 -0.23 -0.19
Br 9.734120 -1.206747 2.468166 0.03 0.09 0.04
H 7.672710 -1.296354 4.568244 0.11 0.04 -0.06
H 8.480684 -0.790494 6.065923 0.06 0.01 -0.06
H 10.188318 -1.950610 4.776927 -0.07 0.05 0.02
H 10.563953 -0.224206 4.603136 -0.12 -0.02 0.02

# 4
50
Properties=species:S:1:pos:R:3:forces:R:3 method="wB97M-V/def2-TZVPD" charge=+3 lumo_ev="-13.8 / -13.7" multiplicity=2 orbital_gap_ev="3.92 / 3.95" de_lowest_kcal_mol=49.0 e_homo_ev="-17.692 / -17.692" total_energy_ev=-91312.9992 largest_force_ev_per_a=8.6
C 1.858390 0.359287 -3.674665 -1.38 1.05 -1.65
C 1.862061 0.802337 -2.287191 5.76 -4.32 4.67
H 2.870553 0.041430 -3.992186 -0.03 0.18 0.71
H 1.531434 1.192392 -4.314267 0.07 -0.38 -0.13
H 1.141370 -0.478746 -3.808712 0.15 0.38 0.30
O 2.431931 0.537909 -1.286294 -3.91 2.64 -4.87
Cl -2.693584 -1.191497 -1.754282 1.43 0.70 -0.07
V -1.273512 -0.009222 -0.510721 -2.81 -0.11 1.83
P -0.524784 2.389782 -0.935350 -0.35 2.02 0.40
C 0.912382 3.199801 -0.137487 0.32 -0.59 0.10
C -0.418894 2.861818 -2.683100 -0.08 -0.44 -0.15
H -0.442796 3.957949 -2.779989 0.17 -0.38 0.00
H -1.425446 4.624283 -0.576247 0.05 -0.37 -0.05
H -1.285836 2.427383 -3.204043 0.33 0.16 -0.08
H -2.731023 3.414675 -0.842927 0.12 0.12 0.12
H 1.858288 2.744815 -0.444363 -0.02 0.37 0.25
H 0.509328 2.450591 -3.102918 -0.33 0.49 -0.25
C -1.773202 3.606574 -0.349641 -0.49 -0.46 0.15
H 0.908815 4.270493 -0.391036 -0.05 -0.39 -0.06
H -1.902669 3.492925 0.732762 0.00 0.07 -0.24
H 0.801842 3.099035 0.950812 0.10 0.06 -0.27
P -0.220141 -2.353799 -0.293665 -0.60 -1.72 0.54
C 1.226501 -2.799501 0.720452 0.30 0.85 0.02
C -1.529407 -3.260825 0.610948 -0.34 0.53 -0.16
H -0.828386 -3.189303 -2.473797 0.23 -0.17 0.08
H 0.159246 -4.395480 -1.580641 -0.01 0.39 0.09
H 0.937567 -2.960063 -2.327007 -0.13 -0.25 0.04
C 0.037695 -3.327502 -1.815582 -0.15 0.66 -0.43
H -2.496875 -3.073163 0.132897 0.16 -0.24 0.22
H -1.297753 -4.331902 0.568598 0.04 0.20 0.04
H 1.441901 -3.866011 0.579312 -0.16 0.22 -0.08
H 1.023498 -2.615522 1.781016 0.04 0.01 -0.19
H -1.571150 -2.929480 1.657131 0.00 -0.15 -0.18
H 2.096220 -2.211724 0.412387 0.09 -0.23 0.15
Cl -3.078488 0.916049 0.532676 1.62 -0.79 -0.75
N -0.961569 -0.809921 6.078746 -0.37 0.08 -1.11
C -1.298249 -1.084794 4.774369 -1.05 -0.82 1.67
O -2.159373 -1.900857 4.447203 1.28 1.17 -0.12
C -0.457972 -0.393733 3.755764 0.38 -0.13 -1.09
C 0.864118 0.010323 3.967923 -0.44 -0.01 -0.13
C 1.615531 0.412375 2.870772 0.15 0.12 -0.94
C 1.057069 0.370993 1.587826 0.39 0.24 0.84
N -0.239407 0.063134 1.397781 -0.10 -0.20 -0.37
C -0.977033 -0.324637 2.461245 0.05 0.14 -0.02
H -1.582485 -1.204549 6.769296 0.03 -0.05 0.16
H -0.520646 0.070565 6.315674 -0.12 -0.26 0.05
H 1.297929 -0.019131 4.965092 0.00 -0.01 -0.21
H 2.646441 0.748280 2.967486 -0.20 -0.20 0.09
H 1.670955 0.602660 0.710602 -0.46 -0.05 0.63
H -2.018785 -0.564286 2.242037 0.36 -0.13 0.47